No. 1
# C4H9NS

An isolated molecule of C4H9NS at a distorted geometry (the ωB97M-V functional and the def2-TZVPD basis, the Open Molecules 2025 dataset).

Geometry as ORCA input:
```
! RIJCOSX wB97M-V def2-TZVPD def2/J DEFGRID3
* xyz 0 1
S 2.76839 -0.30447 0.14336
N -2.28805 0.08618 0.01882
C -0.81149 -1.59823 -0.05656
C 0.07133 0.79879 -0.17436
C -1.04380 -0.10970 -0.01129
C 1.42152 0.95519 0.65647
H 1.17763 0.85304 1.70024
H -2.62483 1.13536 0.04797
H 1.70660 1.93530 0.36080
H 0.13264 -1.98905 0.03716
H -0.47179 1.70172 -0.07776
H 0.29329 0.75307 -1.22587
H -1.21368 -1.94626 -1.07167
H -1.46592 -2.00958 0.77005
H 2.34816 -0.26135 -1.11734
*
```

Properties
SMILES: [H]/N=C(/C)CCS
LUMO energy: 0.7535 eV

***

No. 2
# C4H9NS

An isolated molecule of C4H9NS at a distorted geometry (the ωB97M-V functional and the def2-TZVPD basis, the Open Molecules 2025 dataset).

Geometry as ORCA input:
```
! RIJCOSX wB97M-V def2-TZVPD def2/J DEFGRID3
* xyz 0 1
S 1.08292 -0.09232 -0.95879
N 1.26548 -1.26008 -1.94176
C 2.39718 0.89787 -0.57073
C 0.15255 -0.89248 0.45014
C -0.92371 1.20057 0.82318
C -1.11094 -0.25056 0.83544
H 2.05172 1.92027 -0.45867
H -1.85915 -0.47834 0.13657
H 0.05881 -1.80977 -0.09305
H -1.85829 1.84047 0.84936
H -1.37963 -0.47694 1.87412
H -0.02664 1.71082 1.30514
H 0.68651 -1.17023 1.35486
H 2.22174 -1.40126 -2.11122
H -0.11503 0.46081 -1.21387
*
```

Properties
LUMO energy (alpha / beta): -0.4088 / -0.7012 eV

***

No. 3
# C4H9NS

A 2-piece molecular cluster, C4H9NS overall at a distorted geometry (the ωB97M-V functional and the def2-TZVPD basis, the Open Molecules 2025 dataset).

Geometry as ORCA input:
```
! RIJCOSX wB97M-V def2-TZVPD def2/J DEFGRID3
* xyz 0 1
S -2.32821 -0.21729 1.71908
N -0.80424 0.71780 -1.11046
C -0.27874 0.63941 -2.23707
C 1.52771 -0.43490 0.02237
C 0.06019 -0.49592 0.24078
C -0.49093 -0.06149 1.49279
H 2.11604 -1.13893 -0.54163
H -0.19109 1.01281 1.80909
H 1.99663 -0.69072 1.02447
H 1.82197 0.65452 -0.25272
H -0.42040 -1.37195 -0.00119
H 0.52464 -0.00053 -2.51423
H -0.68272 1.30583 -2.92177
H -2.67214 0.66642 0.91392
H -0.17870 -0.58506 2.35656
*
```

Properties
LUMO energy (alpha / beta): 0.9449 / 0.9448 eV

***

No. 4
# C4H9NS

A 2-piece molecular cluster, C4H9NS overall at a distorted geometry (the ωB97M-V functional and the def2-TZVPD basis, the Open Molecules 2025 dataset).

Geometry as ORCA input:
```
! RIJCOSX wB97M-V def2-TZVPD def2/J DEFGRID3
* xyz 0 1
S 0.94169 1.55235 -1.11561
N 0.35674 -0.78033 0.89664
C -1.04677 -0.93147 1.68820
C 1.21761 -0.10739 -1.76131
C -2.06855 -1.66921 1.09392
C -0.60154 0.36224 0.93127
H 1.98226 -0.67791 -1.22699
H 1.55874 0.06520 -2.79092
H 0.34334 -0.78660 -1.80227
H -0.64809 -0.87936 2.71918
H -0.19300 1.17393 1.53458
H -1.09982 0.56434 -0.00080
H -3.07610 -1.59066 1.46629
H -1.87032 -2.49978 0.42169
H 0.05868 -1.38024 0.12314
*
```

Properties
LUMO energy: -2.8579 eV

***

No. 5
# C4H9NS2

An isolated molecule of C4H9NS2 at a distorted geometry (the ωB97M-V functional and the def2-TZVPD basis, the Open Molecules 2025 dataset).

Geometry as ORCA input:
```
! RIJCOSX wB97M-V def2-TZVPD def2/J DEFGRID3
* xyz 0 1
S 2.46794 -0.96723 -0.64424
S 1.04936 2.09874 -0.47206
N -0.63801 -0.60075 -0.64474
C 1.38949 -0.51182 0.73900
C 0.88054 0.91397 0.80847
C -0.08145 -0.34668 0.60622
C -2.07540 -0.35124 -0.55238
H 1.68994 -0.88118 1.73459
H -0.60904 -0.58359 1.50584
H -2.18410 0.62655 0.20723
H 2.77913 0.34433 -1.03732
H -2.62905 -1.21668 -0.09555
H -2.43621 0.02174 -1.64465
H 0.04402 1.69472 -1.32368
H 0.79998 1.24965 1.83601
H -0.44715 -1.49052 -1.02274
*
```

Properties
SMILES: CN[C@@H]1[C@H](S)[C@@H]1S
LUMO energy: 0.7621 eV

***

No. 6
# C4H9NSi

An isolated molecule of C4H9NSi at a distorted geometry (the ωB97M-V functional and the def2-TZVPD basis, the Open Molecules 2025 dataset).

Geometry as ORCA input:
```
! RIJCOSX wB97M-V def2-TZVPD def2/J DEFGRID3
* xyz 0 1
Si -1.17850 -1.80294 -0.10329
N -2.80458 -1.29330 2.44422
C 0.73704 0.35434 -0.00958
C -2.11259 -1.33230 1.53606
C -0.69394 0.14787 -0.38678
C 1.60357 1.44801 -0.51768
H -2.25509 -2.34561 -1.11710
H 0.86418 0.41298 1.04354
H 0.18074 -2.20055 -0.12388
H 1.59792 1.97999 -1.42046
H -1.06340 0.73196 0.40197
H -0.56688 0.83536 -1.32862
H 1.57164 2.30562 0.22672
H 1.48763 -0.44300 -0.32947
H 2.63225 1.20157 -0.31565
*
```

Properties
SMILES: CCC[SiH2]C#N
LUMO energy: 0.2287 eV

***

No. 7
# C4H9NSi

A 2-piece molecular cluster, C4H9NSi overall at a distorted geometry (the ωB97M-V functional and the def2-TZVPD basis, the Open Molecules 2025 dataset).

Geometry as ORCA input:
```
! RIJCOSX wB97M-V def2-TZVPD def2/J DEFGRID3
* xyz 0 3
Si 1.37167 2.30662 -0.64116
N 2.32016 -1.22158 0.30489
C 0.69422 0.64720 0.05408
C -1.64397 -1.76256 0.33065
C -2.66957 -1.03723 -0.02211
C 1.57521 -0.23487 0.33976
H 2.74757 -1.71937 1.08022
H -3.32164 -0.77893 0.81952
H -1.33832 -1.78500 1.35946
H 2.71437 1.93966 -1.13334
H 1.22257 3.34282 0.43079
H -2.94665 -1.14334 -1.08992
H 0.51225 2.77741 -1.73612
H -0.32863 0.63250 0.34538
H -0.90923 -1.96333 -0.44208
*
```

Properties
LUMO energy (alpha / beta): 0.9508 / -2.2628 eV

***

No. 8
# C4H9O

A 2-piece molecular cluster, C4H9O overall at a distorted geometry (the ωB97M-V functional and the def2-TZVPD basis, the Open Molecules 2025 dataset).

Geometry as ORCA input:
```
! RIJCOSX wB97M-V def2-TZVPD def2/J DEFGRID3
* xyz -1 1
O 1.37401 -1.84422 0.18468
C -1.05881 0.17044 -1.01201
C 1.95381 -1.32872 1.31560
C -1.59144 0.75017 0.20184
C -0.59090 1.00274 -1.97264
H -2.52020 1.39385 -0.01286
H -0.75124 -0.88453 -0.84296
H -0.86441 1.43165 0.67860
H -1.62604 -0.07420 1.05881
H 3.12281 -1.65307 1.32970
H -0.75030 0.81523 -3.05953
H -0.15559 2.02739 -1.75114
H 1.52129 -1.58640 2.38642
H 1.93702 -0.22033 1.49549
*
```

Properties
LUMO energy: 4.0621 eV

***

No. 9
# C4H9O2

An isolated ion of composition C4H9O2 and charge -1 at a distorted geometry (the ωB97M-V functional and the def2-TZVPD basis, the Open Molecules 2025 dataset).

Geometry as ORCA input:
```
! RIJCOSX wB97M-V def2-TZVPD def2/J DEFGRID3
* xyz -1 1
O -2.14518 1.15742 0.19458
O 0.31791 1.17615 1.26289
C -0.44053 -0.62582 -0.18127
C 2.03435 -0.22512 0.22333
C -1.86853 -0.07016 -0.40866
C 0.63917 0.46485 0.14560
H -0.42068 -1.25525 0.72140
H -1.98652 0.01202 -1.52012
H 2.41904 -0.37392 -0.78081
H 2.00666 -1.10431 0.82627
H -2.58954 -0.84912 -0.11803
H 0.73106 1.09867 -0.79495
H -0.13036 -1.24900 -1.01733
H 2.71176 0.47801 0.66531
H -1.27862 1.36558 0.78178
*
```

Properties
SMILES: C[C@H]([O-])CCO
LUMO energy: 4.4681 eV

***

No. 10
# C4H9O2

A 2-piece molecular cluster, C4H9O2 overall at a distorted geometry (the ωB97M-V functional and the def2-TZVPD basis, the Open Molecules 2025 dataset).

Geometry as ORCA input:
```
! RIJCOSX wB97M-V def2-TZVPD def2/J DEFGRID3
* xyz -1 1
O -1.69210 -1.02410 -0.09236
O -0.22944 -2.05393 -1.48857
C -0.46215 0.29786 -1.69353
C 1.28759 1.75225 1.21677
C 1.46337 1.28999 2.64861
C -0.83842 -1.07880 -0.99164
H 1.96410 2.04266 3.25964
H 2.24331 1.70263 0.72339
H 0.44305 0.11481 -2.27323
H -0.11406 1.01287 -0.94840
H -1.33947 0.65652 -2.22735
H 0.59768 1.11898 0.67095
H 0.49528 1.12046 3.11987
H 2.07655 0.40088 2.76836
H 0.85508 2.72749 1.04468
*
```

Properties
LUMO energy: 3.7803 eV

***

No. 11
# C4H9O2

A 2-piece molecular cluster, C4H9O2 overall at a distorted geometry (the ωB97M-V functional and the def2-TZVPD basis, the Open Molecules 2025 dataset).

Geometry as ORCA input:
```
! RIJCOSX wB97M-V def2-TZVPD def2/J DEFGRID3
* xyz -1 1
O -1.66175 -0.52759 0.40409
O -0.06151 0.20445 1.81560
C -1.27168 1.81119 0.56743
C 1.77789 -0.96026 -0.77172
C 1.74899 -0.80939 -2.28003
C -0.97965 0.35104 0.96654
H 0.76044 -0.82157 -0.40828
H 2.66159 -1.05590 -2.81062
H 1.46885 0.20293 -2.58368
H -0.64991 2.50138 1.12180
H 0.94508 -1.44374 -2.66802
H -1.12323 1.89702 -0.52315
H 2.11113 -1.94819 -0.46421
H 2.31956 -0.23688 -0.17008
H -2.34506 2.02876 0.64089
*
```

Properties
LUMO energy: 4.0266 eV

***

No. 12
# C4H9O2

A 2-piece molecular cluster, C4H9O2 overall at a distorted geometry (the ωB97M-V functional and the def2-TZVPD basis, the Open Molecules 2025 dataset).

Geometry as ORCA input:
```
! RIJCOSX wB97M-V def2-TZVPD def2/J DEFGRID3
* xyz -1 1
O 0.98979 -0.70159 0.38776
O 2.23001 1.16635 0.14863
C -1.33187 -1.28878 -1.27488
C 1.29288 0.76886 2.28315
C -1.12512 0.24093 -1.58298
C 1.53124 0.34904 0.78761
H -0.57817 -1.56815 -0.53105
H -2.33916 -1.55075 -0.93344
H -0.11539 0.63930 -1.44294
H 1.81195 0.00000 2.87637
H -1.47095 0.42238 -2.59308
H 0.22760 0.77193 2.56888
H -1.17763 -1.73733 -2.25792
H -1.73253 0.76448 -0.87461
H 1.78734 1.72332 2.43849
*
```

Properties
LUMO energy: 4.2967 eV

***

No. 13
# C4H9O2

A 2-piece molecular cluster, C4H9O2 overall at a distorted geometry (the ωB97M-V functional and the def2-TZVPD basis, the Open Molecules 2025 dataset).

Geometry as ORCA input:
```
! RIJCOSX wB97M-V def2-TZVPD def2/J DEFGRID3
* xyz -1 1
O 0.33611 -1.81076 -1.26513
O -1.64161 -1.69036 -0.29637
C 1.05855 0.38705 0.70109
C -0.83057 -1.38040 -1.20317
C 1.00150 0.81606 2.20545
C -1.40595 -0.23591 -2.16705
H 1.56056 1.21544 0.08236
H 1.99238 0.89610 2.63988
H -0.74938 0.10206 -2.93925
H -2.43863 -0.39089 -2.42030
H 0.05489 0.33428 0.27639
H 1.67615 -0.52493 0.75401
H 0.38292 1.70661 2.38204
H 0.45091 -0.01753 2.69505
H -1.44782 0.59317 -1.44499
*
```

Properties
LUMO energy: 4.0608 eV

***

No. 14
# C4H9O2

A 2-piece molecular cluster, C4H9O2 overall at a distorted geometry (the ωB97M-V functional and the def2-TZVPD basis, the Open Molecules 2025 dataset).

Geometry as ORCA input:
```
! RIJCOSX wB97M-V def2-TZVPD def2/J DEFGRID3
* xyz 0 2
O -1.39344 2.94768 0.75756
O -1.01585 1.54650 2.44467
C 2.00115 -0.39305 -0.92336
C 1.22251 -1.65419 -0.53339
C -1.45577 1.85630 1.33248
C -2.17643 0.68984 0.57883
H 0.16126 -1.53266 -0.91188
H 2.62178 0.10528 -0.15618
H 1.74513 -2.41597 -1.22465
H 1.24526 0.41448 -1.10227
H -2.86080 0.09695 1.11989
H 2.51128 -0.51362 -1.86490
H -1.37738 -0.02188 0.35687
H 1.51627 -2.11300 0.49032
H -2.74496 0.98733 -0.36396
*
```

Properties
LUMO energy (alpha / beta): 0.7740 / -3.9085 eV

***

No. 15
# C4H9O2

A 2-piece molecular cluster, C4H9O2 overall at a distorted geometry (the ωB97M-V functional and the def2-TZVPD basis, the Open Molecules 2025 dataset).

Geometry as ORCA input:
```
! RIJCOSX wB97M-V def2-TZVPD def2/J DEFGRID3
* xyz 1 1
O 1.21629 -0.46363 0.42238
O -0.93669 -0.21559 -0.43377
C -0.01996 -0.36173 0.40861
C 2.07575 -0.58369 -0.78374
C -0.97928 -0.41534 -1.93131
C -1.39815 1.16261 2.85383
H -2.36583 0.89387 2.42467
H -0.94070 2.22317 2.83409
H 1.77270 -1.40698 -1.49114
H -1.92105 -0.79400 -2.20639
H 2.90025 -0.87858 -0.17560
H -0.88752 0.60641 -2.30354
H 2.28835 0.46284 -1.25345
H 0.01521 -0.97351 -2.05426
H -0.81936 0.74415 3.68961
*
```

Properties
LUMO energy (alpha / beta): -6.2989 / -4.1046 eV

***

No. 16
# C4H9O2P

An isolated molecule of C4H9O2P at a distorted geometry (the ωB97M-V functional and the def2-TZVPD basis, the Open Molecules 2025 dataset).

Geometry as ORCA input:
```
! RIJCOSX wB97M-V def2-TZVPD def2/J DEFGRID3
* xyz 0 1
P 0.55140 -1.58699 -0.19023
O 2.42718 -0.04564 0.79676
O -1.77840 -1.85411 0.29076
C 1.77180 -0.15109 -0.39042
C -1.31371 0.52868 -0.27468
C -1.65240 1.73077 0.13785
C -0.87796 -0.66983 0.57188
H 2.30714 -0.56030 -1.20295
H -2.19942 2.32960 -0.50630
H 2.82557 -0.81652 1.11449
H 1.26616 0.82885 -0.59684
H -1.80632 1.86337 1.18558
H -1.00966 -0.51024 1.71559
H -1.25853 0.23344 -1.27068
H -0.02954 -1.40734 -1.43062
H -2.49732 -1.73064 0.88842
*
```

Properties
SMILES: C=C[C@@H](O)PCO
LUMO energy: 0.8734 eV

***

No. 17
# C4H9O2P

An isolated molecule of C4H9O2P at a distorted geometry (the ωB97M-V functional and the def2-TZVPD basis, the Open Molecules 2025 dataset).

Geometry as ORCA input:
```
! RIJCOSX wB97M-V def2-TZVPD def2/J DEFGRID3
* xyz 0 1
P -2.04004 -0.21828 -0.30779
O -3.06603 -0.70236 0.60462
O -1.50109 1.26325 0.06668
C 1.94877 -0.17370 0.32162
C -0.37526 -0.98793 -0.35716
C 0.44523 -0.04135 0.49675
C -0.08629 1.32775 0.04006
H 0.26454 1.54145 -0.97735
H 0.17062 -0.16560 1.54975
H 0.21498 2.14333 0.70017
H 2.29111 -1.14072 0.68331
H 0.00995 -1.05313 -1.37356
H -0.48822 -2.23916 0.02425
H 2.21915 -0.08154 -0.72908
H -2.46816 -0.07821 -1.62259
H 2.46074 0.60619 0.88031
*
```

Properties
SMILES: C[C@H]1CO[P@H](=O)C1
LUMO energy: 0.8353 eV

***

No. 18
# C4H9O2PS

An isolated molecule of C4H9O2PS at a distorted geometry (the ωB97M-V functional and the def2-TZVPD basis, the Open Molecules 2025 dataset).

Geometry as ORCA input:
```
! RIJCOSX wB97M-V def2-TZVPD def2/J DEFGRID3
* xyz 0 1
S 2.58978 0.42162 -0.66418
P 0.64398 0.08958 0.17283
O 0.89766 -0.56160 1.64327
O -1.68291 -1.10833 -0.41259
C -0.48960 -1.34637 -0.40477
C -0.48651 1.51961 0.49097
C 0.06666 -2.67475 -0.25374
C -0.58486 2.45904 -0.74229
H -0.06814 1.90867 1.32912
H 1.80110 -0.83179 1.74765
H -0.86873 -3.21225 -0.17230
H -1.15657 1.92651 -1.47539
H -0.97394 3.49436 -0.56842
H 0.63649 -2.66878 0.65469
H -1.56637 1.18186 0.75845
H 0.49599 2.42067 -1.06661
H 0.74599 -3.01804 -1.03667
*
```

Properties
SMILES: CC[P@](O)(=S)C(C)=O
LUMO energy: 0.0946 eV

***

No. 19
# C4H9O2PS3

An isolated molecule of C4H9O2PS3 at a distorted geometry (the ωB97M-V functional and the def2-TZVPD basis, the Open Molecules 2025 dataset).

Geometry as ORCA input:
```
! RIJCOSX wB97M-V def2-TZVPD def2/J DEFGRID3
* xyz 0 1
S -0.36083 0.71982 0.98121
S 2.72779 0.89061 -0.45197
S 1.32877 -2.07176 0.64457
P 0.92950 -0.22627 -0.42235
O -2.57180 0.12551 -0.43728
O 0.26358 -0.25589 -1.71631
C 3.07623 0.46767 1.30050
C -1.57721 1.00929 -0.37381
C -1.62458 2.13122 -1.12081
C -2.20899 -1.21877 -0.09342
H -2.47819 2.06118 -1.85405
H 2.24158 -0.23382 1.59759
H 2.85667 1.39992 1.74516
H -1.10621 3.05467 -1.13262
H 0.92885 -3.01009 -0.28106
H -1.19279 -1.46242 -0.45986
H -3.05284 -1.94162 -0.44105
H -2.25241 -1.40453 1.03092
H 4.07289 -0.03472 1.48462
*
```

Properties
SMILES: C=C(OC)S[P@](=O)(S)SC
LUMO energy: -0.1855 eV

***

No. 20
# C4H9O2S

A 2-piece molecular cluster, C4H9O2S overall (the ωB97M-V functional and the def2-TZVPD basis, the Open Molecules 2025 dataset).

Geometry as ORCA input:
```
! RIJCOSX wB97M-V def2-TZVPD def2/J DEFGRID3
* xyz -1 1
S 1.36387 -1.57234 1.12554
O -0.75572 1.18065 0.20307
O 0.85793 0.74698 -1.30154
C -0.95821 -2.13842 -0.29632
C 0.20396 1.49997 -0.52840
C -0.44821 -1.82619 1.10061
C 0.68948 2.95941 -0.45517
H 1.33384 3.07954 0.41678
H 1.28726 3.20545 -1.33579
H 1.33785 -0.68214 0.09936
H -0.33009 -2.88737 -0.77902
H -0.93713 -1.21837 -0.88495
H -0.88797 -0.90003 1.47159
H -1.98203 -2.48547 -0.26295
H -0.65093 -2.63742 1.78653
H -0.12389 3.67574 -0.35933
*
```

Properties
LUMO energy: 3.5844 eV